1.
The following is a quantum chemistry calculation of an isolated molecule of C5H8O2 at a distorted geometry, from the Open Molecules 2025 dataset.

Computed properties:
- LUMO level (eV) = 0.89
- structure (SMILES) = C[C@H]1O[C@H]2C[C@]21O
- HOMO energy (hartree) = -0.3084
- total energy (Ha) = -345.5809
- energy above the lowest of the compared OMol25 structures with the same formula, charge and spin (kJ/mol) = 588.3
- orbital gap (eV) = 9.28
- max |F| (eV/Å) = 3.79

The geometry in XYZ format:
```
15
Properties=species:S:1:pos:R:3:mulliken_charge:R:1
H -1.252 -1.759 -0.084 0.454
O -0.411 1.273 0.837 -0.390
H -0.869 0.540 -1.786 0.356
H -0.356 0.059 2.605 0.473
H 0.816 0.733 -2.333 0.334
C -0.921 -1.054 0.636 -1.533
C 0.486 -0.505 0.405 0.592
C 0.544 0.856 -0.195 0.364
C 0.068 1.076 -1.608 -1.354
C -0.275 0.006 1.531 -0.154
H 1.533 1.295 -0.013 0.332
H -0.106 2.143 -1.770 0.332
O 1.509 -1.418 0.398 -0.551
H -1.941 -0.855 0.660 0.396
H 1.159 -2.307 0.555 0.349
```

=====

2.
The following is a quantum chemistry calculation of a structure of composition C5H8O2, from the Open Molecules 2025 dataset.

Computed properties:
- LUMO level (eV) = 0.79
- HOMO energy (hartree) = -0.3428
- total energy (Ha) = -345.7109
- energy above the lowest of the compared OMol25 structures with the same formula, charge and spin (kJ/mol) = 247.0
- orbital gap (eV) = 10.12
- max |F| (eV/Å) = 0.41

The geometry in XYZ format:
```
15
Properties=species:S:1:pos:R:3:mulliken_charge:R:1
C -0.704 0.615 0.085 0.408
H -2.763 0.093 0.444 0.339
H 1.837 1.018 1.416 0.358
H 0.649 -1.829 0.694 0.204
H 1.214 0.298 -2.282 0.341
H -1.696 -1.271 0.033 0.282
O 1.387 0.764 -1.457 -0.506
C 1.249 -0.972 0.389 -0.861
O -0.269 0.545 1.461 -0.425
H -2.188 -0.115 -1.236 0.337
C 0.692 0.205 -0.392 0.301
H 2.292 -1.167 0.153 0.270
C 1.071 0.363 1.030 -0.034
C -1.921 -0.223 -0.182 -1.282
H -0.849 1.676 -0.155 0.266
```

=====

3.
The following is a quantum chemistry calculation of a cluster of 2 separate species, C5H8O2 in total, from the Open Molecules 2025 dataset.

Computed properties:
- LUMO level (eV) = 0.67
- HOMO energy (hartree) = -0.3524
- total energy (Ha) = -345.6172
- energy above the lowest of the compared OMol25 structures with the same formula, charge and spin (kJ/mol) = 492.8
- orbital gap (eV) = 10.26
- max |F| (eV/Å) = 0.60

The geometry in XYZ format:
```
15
Properties=species:S:1:pos:R:3:mulliken_charge:R:1
H 1.122 2.291 0.514 0.353
C 0.342 0.413 1.101 0.150
C -1.124 -1.293 -0.699 -0.512
H -0.723 2.804 -0.750 0.311
O -0.825 2.025 -0.188 -0.513
H -0.616 0.305 1.604 0.465
C 1.350 -0.674 1.143 -0.381
C 0.466 1.521 0.082 -0.495
H 0.093 -2.965 -0.263 0.261
O 1.497 0.281 2.001 -0.200
H 0.943 1.136 -0.835 0.302
H -1.273 -0.379 -1.272 0.266
C -0.088 -2.098 -0.894 -0.523
H 0.667 -1.896 -1.651 0.264
H -1.834 -1.471 0.106 0.253
```

=====

4.
The following is a quantum chemistry calculation of an isolated molecule of C5H8O2, from the Open Molecules 2025 dataset.

Computed properties:
- LUMO level (eV) = 0.76
- HOMO energy (hartree) = -0.3255
- total energy (Ha) = -345.6624
- energy above the lowest of the compared OMol25 structures with the same formula, charge and spin (kJ/mol) = 374.3
- orbital gap (eV) = 9.61
- max |F| (eV/Å) = 0.42

The geometry in XYZ format:
```
15
Properties=species:S:1:pos:R:3:mulliken_charge:R:1
C 0.539 1.735 -0.689 -0.713
H -1.759 0.586 -1.508 0.412
H -0.175 2.462 -1.077 0.259
H 1.807 -0.055 0.782 0.319
H -1.349 -1.092 -1.105 0.301
C 0.829 -0.506 0.565 -0.404
H 1.363 2.151 -0.110 0.269
H 1.012 -1.508 0.120 0.310
O 0.891 0.692 -1.592 -0.500
C 0.106 0.357 -0.456 1.188
O -0.212 -1.777 2.210 -0.225
H -1.919 0.009 0.170 0.360
C 0.059 -0.549 1.862 -0.426
C -1.316 -0.057 -0.743 -1.475
H 0.124 -2.451 1.571 0.325
```

=====

5.
The following is a quantum chemistry calculation of a cluster of 2 separate species, C5H8O2 in total at a distorted geometry, from the Open Molecules 2025 dataset.

Computed properties:
- LUMO level (eV) = 0.88
- HOMO energy (hartree) = -0.3654
- total energy (Ha) = -345.7533
- energy above the lowest of the compared OMol25 structures with the same formula, charge and spin (kJ/mol) = 135.5
- orbital gap (eV) = 10.82
- max |F| (eV/Å) = 1.22

The geometry in XYZ format:
```
15
Properties=species:S:1:pos:R:3:mulliken_charge:R:1
H 0.369 1.781 1.679 0.240
C 0.970 0.793 -0.242 -0.799
H -0.319 -1.804 0.718 0.218
H -1.093 -0.149 -1.544 0.397
O -1.408 0.331 -0.767 -0.524
C 0.237 -1.737 -2.332 0.083
H 1.083 1.101 -1.278 0.282
C -0.499 -0.828 1.188 -1.204
C 0.086 1.646 0.638 -0.721
H 1.855 0.338 0.196 0.249
H -0.402 2.496 0.172 0.275
H -1.506 -0.839 1.617 0.312
O 0.787 -2.722 -2.239 -0.125
H 0.223 -0.708 2.004 0.328
C -0.384 0.301 0.189 0.990
```

=====

6.
The following is a quantum chemistry calculation of a cluster of 2 separate species, C5H8O2 in total at a distorted geometry, from the Open Molecules 2025 dataset.

Computed properties:
- LUMO level (eV) = 0.79
- structure (SMILES) = C=C(C)O.C=C=O
- HOMO energy (hartree) = -0.3281
- total energy (Ha) = -345.7384
- energy above the lowest of the compared OMol25 structures with the same formula, charge and spin (kJ/mol) = 174.8
- orbital gap (eV) = 9.71
- max |F| (eV/Å) = 1.05

The geometry in XYZ format:
```
15
Properties=species:S:1:pos:R:3:mulliken_charge:R:1
C 0.748 2.164 0.630 -0.958
O 1.098 1.870 -1.809 -0.391
C -1.672 -0.615 0.653 -0.963
H -2.559 -0.074 0.343 0.282
H -1.607 -0.963 1.677 0.289
H 0.001 -0.532 -1.979 0.347
O -0.844 -0.461 -1.519 -0.532
H 1.451 -0.994 -0.156 0.305
C -0.699 -0.871 -0.223 0.686
H 0.622 -1.852 1.153 0.310
C 0.572 -1.604 0.091 -1.122
H 1.332 2.895 1.175 0.277
H -0.004 1.553 1.115 0.291
H 0.636 -2.533 -0.490 0.354
C 0.923 2.017 -0.662 0.825
```

=====

7.
The following is a quantum chemistry calculation of a structure of composition C5H8O2 at a distorted geometry, from the Open Molecules 2025 dataset.

Computed properties:
- LUMO level (eV) = 0.73
- HOMO energy (hartree) = -0.2962
- total energy (Ha) = -345.5833
- energy above the lowest of the compared OMol25 structures with the same formula, charge and spin (kJ/mol) = 581.9
- orbital gap (eV) = 8.79
- max |F| (eV/Å) = 1.22

The geometry in XYZ format:
```
15
Properties=species:S:1:pos:R:3:mulliken_charge:R:1
H -2.283 -0.173 -1.109 0.352
H 0.980 1.751 -0.215 0.295
H 2.708 0.723 0.075 0.061
H -2.418 0.037 1.456 0.291
H -0.782 0.854 1.450 0.248
H -1.396 -2.046 0.444 0.351
C 0.784 0.779 -0.651 -0.477
H 2.588 1.081 -0.609 0.131
H 2.227 -0.899 -0.524 0.497
O -0.473 0.742 -1.223 -0.389
O 0.501 -1.403 0.275 -0.391
C -1.395 -0.016 -0.514 -0.153
C -1.449 0.137 0.980 -0.594
C 1.300 -0.435 -0.211 -0.152
C -0.866 -1.110 0.347 -0.069
```

=====

8.
The following is a quantum chemistry calculation of an isolated molecule of C5H8O2, from the Open Molecules 2025 dataset.

Computed properties:
- LUMO level (eV) = 0.52
- HOMO energy (hartree) = -0.3311
- total energy (Ha) = -345.5797
- energy above the lowest of the compared OMol25 structures with the same formula, charge and spin (kJ/mol) = 591.4
- orbital gap (eV) = 9.53
- max |F| (eV/Å) = 0.29

The geometry in XYZ format:
```
15
Properties=species:S:1:pos:R:3:mulliken_charge:R:1
H -0.296 1.171 -1.650 0.336
C -2.014 -1.115 -0.628 -0.845
H 0.475 -1.072 1.318 0.257
C -0.917 -0.479 -0.248 0.311
C 0.554 0.871 0.422 0.059
H 2.466 1.366 0.084 0.397
H 0.284 1.887 0.721 0.333
O 1.993 0.758 0.676 -0.167
O 2.508 -0.555 0.232 -0.565
H -2.615 -1.679 0.082 0.261
C 0.086 0.408 -0.965 -0.560
H 0.888 -0.179 -1.424 0.253
C -0.226 -0.264 1.087 -0.663
H -2.345 -1.105 -1.663 0.260
H -0.841 -0.013 1.956 0.332
```